10 unconnected molecules or ions with the total composition C30H82N2O18 in a non-equilibrium geometry. Source: the Open Molecules 2025 dataset; level of theory: the ωB97M-V functional and the def2-TZVPD basis.

Structure (XYZ):
```
132
C30H82N2O18, DFT the ωB97M-V functional and the def2-TZVPD basis
O 5.747 -3.611 -28.954
O 18.714 11.233 -21.869
O 13.494 1.233 -11.427
O 18.349 11.428 -18.974
O 7.062 1.428 -11.003
O 8.736 13.205 -20.521
O 14.118 7.902 -2.788
O 6.462 2.023 -24.771
O 15.804 0.638 -21.149
O 15.295 3.063 -19.521
O 12.604 7.303 -16.349
O 7.100 12.958 -17.633
O 14.383 6.920 -13.821
O 19.409 9.820 -12.742
O 7.763 7.662 -9.402
O 11.817 16.803 -13.044
O 14.459 -2.197 -12.126
O 10.499 14.228 -12.517
N 5.223 -0.936 -26.503
N 7.641 4.018 -10.074
C 4.954 -2.691 -28.222
C 13.918 8.605 -3.976
C 14.707 7.992 -5.002
C 7.334 8.140 -8.137
C 5.903 -1.617 -27.600
C 11.554 14.812 -11.797
C 5.416 1.146 -25.155
C 12.498 15.634 -12.739
C 13.665 -1.039 -12.077
C 14.421 0.123 -11.473
C 13.174 7.697 -13.957
C 20.521 9.548 -10.635
C 17.287 11.116 -19.866
C 7.878 12.072 -18.467
C 14.680 0.824 -20.339
C 6.288 2.528 -11.426
C 17.828 10.357 -21.157
C 7.813 5.211 -9.294
C 12.216 7.055 -15.011
C 4.993 -4.352 -29.861
C 6.348 0.546 -10.155
C 6.025 0.215 -26.262
C 6.231 2.973 -23.764
C 19.072 11.616 -11.243
C 7.267 6.497 -9.980
C 8.992 12.784 -19.242
C 14.158 10.090 -3.816
C 6.265 3.630 -10.345
C 20.051 10.577 -11.723
C 14.982 1.696 -19.067
H 13.770 10.503 -2.884
H 8.878 5.437 -9.320
H 6.854 -0.418 -10.217
H 13.900 1.350 -20.890
H 14.308 -0.155 -20.038
H 12.622 7.933 -13.047
H 8.265 11.268 -17.840
H 10.997 16.630 -13.511
H 19.519 12.481 -10.754
H 20.942 9.968 -9.721
H 19.581 11.058 -21.497
H 17.023 10.177 -21.869
H 4.520 1.715 -25.402
H 13.594 10.532 -4.637
H 8.394 3.399 -10.338
H 9.315 13.635 -18.642
H 15.252 0.561 -12.026
H 14.711 -0.097 -10.446
H 16.885 12.099 -20.112
H 5.678 3.352 -9.469
H 6.166 0.731 -27.212
H 4.162 -2.190 -28.779
H 6.260 8.321 -8.103
H 18.292 11.256 -10.572
H 18.947 11.989 -19.474
H 5.251 2.204 -11.514
H 13.558 15.782 -12.530
H 10.149 13.553 -11.932
H 12.116 14.015 -11.310
H 16.136 3.049 -19.984
H 14.683 6.903 -4.973
H 21.146 8.894 -11.243
H 15.188 10.397 -4.000
H 5.877 2.523 -22.837
H 5.662 4.487 -10.648
H 15.551 0.071 -21.882
H 6.873 -1.983 -27.265
H 13.484 8.625 -14.438
H 4.808 -3.843 -30.807
H 5.119 0.521 -24.313
H 7.161 3.482 -23.511
H 18.691 12.120 -12.131
H 9.877 12.151 -19.289
H 5.550 3.728 -24.155
H 7.279 11.620 -19.257
H 12.865 8.438 -4.201
H 15.781 1.345 -18.415
H 5.342 0.357 -10.529
H 4.246 -0.716 -26.637
H 14.002 1.798 -18.601
H 15.743 8.324 -4.927
H 19.650 9.018 -10.252
H 7.635 13.282 -16.905
H 6.350 1.015 -9.172
H 13.990 2.024 -11.652
H 18.232 9.357 -20.997
H 11.211 7.475 -14.955
H 11.064 15.487 -11.095
H 13.357 6.756 -16.584
H 12.686 -1.272 -11.658
H 14.395 8.233 -6.018
H 15.111 7.546 -13.799
H 13.453 -0.802 -13.120
H 6.097 -0.923 -28.418
H 16.528 10.594 -19.283
H 7.428 6.495 -11.058
H 7.615 7.357 -7.432
H 13.368 8.107 -2.225
H 7.495 5.160 -8.252
H 12.111 5.981 -14.854
H 20.883 11.095 -12.201
H 5.665 -5.148 -30.179
H 4.545 -3.286 -27.406
H 12.544 15.216 -13.744
H 7.002 0.039 -25.812
H 4.081 -4.815 -29.483
H 8.107 13.929 -20.482
H 19.302 10.440 -13.467
H 7.802 9.109 -7.964
H 6.710 2.865 -12.373
H 6.195 6.670 -9.882
H 14.064 -2.855 -12.702
```

Summary:
**2S+1**: 1
**Highest occupied orbital energy**: -8.175 eV
**SMILES string**: COCCNCCOC.COCCNCCOC.CC(C)O.CC(C)O.OCCO.OCCO.OCCO.OCCO.OCCO.OCCO
**Calculated total energy**: -72264.2543 eV